[1]
{
  "formula": "C3H7NOS",
  "method": "ωB97M-V/def2-TZVPD",
  "species": ["S", "O", "N", "C", "C", "C", "H", "H", "H", "H", "H", "H", "H"],
  "coordinates": [[1.188673, -1.524949, -0.566120], [1.752626, 0.521353, 0.857682], [2.035859, 1.785847, 1.069890], [-1.937369, -0.721000, -0.897028], [-1.672402, 0.097051, 0.061347], [1.480042, 0.144317, -0.321017], [-2.800859, -1.329143, -0.875310], [1.545259, 0.702998, -1.229221], [-2.135109, 0.291741, 1.025423], [-0.820924, 0.762287, -0.055801], [2.234102, 1.780096, 2.146978], [-1.362341, -0.624735, -1.827016], [0.492444, -1.885864, 0.610195]],
  "atomic_forces_ev_per_a": [[-0.4, -1.4, 0.8], [0.1, -0.4, 0.5], [0.8, 1.7, 2.8], [-0.4, -0.2, -1.9], [1.3, 2.4, 1.9], [-0.4, -1.8, -0.6], [-0.7, -0.9, -0.1], [0.2, 1.0, 0.1], [-0.5, -0.7, -0.2], [0.0, 0.1, -0.1], [-0.5, 0.0, -2.4], [-0.3, -0.5, 0.4], [0.8, 0.7, -1.3]],
  "nbo_charge": [0.028, -0.232, -0.419, -0.387, -0.388, -0.030, 0.194, 0.205, 0.199, 0.177, 0.294, 0.201, 0.157],
  "total_energy_ha": -646.47350,
  "e_homo_ev": [-7.518, -8.514],
  "lumo_energy_ev": [0.149, 0.212]
}


[2]
{
  "formula": "C3H10N3",
  "method": "ωB97M-V/def2-TZVPD",
  "species": ["N", "N", "N", "C", "C", "C", "H", "H", "H", "H", "H", "H", "H", "H", "H", "H"],
  "coordinates": [[-0.357901, -0.542381, 0.185642], [0.423457, 0.546629, -0.018657], [-2.388753, -1.511613, 0.198636], [-1.641036, -0.423842, 0.272655], [1.495007, 0.382772, 0.950013], [0.962973, 0.486766, -1.393727], [2.320246, 1.178325, 0.786581], [1.149356, -0.577556, -1.682596], [-2.061968, 0.527981, 0.158101], [1.947930, 1.084282, -1.358869], [-0.216554, 1.572008, 0.186555], [1.323818, 0.639254, 1.999379], [1.769388, -0.701706, 0.856986], [-3.282106, -1.498141, 0.511747], [-1.879125, -2.421962, 0.382581], [0.435267, 1.259185, -2.035026]],
  "atomic_forces_ev_per_a": [[-2.2, -2.5, 0.4], [-2.3, 4.2, 1.2], [3.3, -2.3, 0.1], [2.3, -0.6, -1.3], [3.4, 1.2, 1.1], [2.2, 3.0, -1.2], [-1.0, -1.7, -0.5], [-0.6, 1.2, 0.0], [-1.2, 1.5, 0.3], [-1.0, -1.4, 0.1], [2.5, -3.2, -0.9], [-1.3, -0.5, -0.2], [0.3, 1.3, 0.1], [-3.3, 0.2, 1.0], [-0.9, 1.6, -0.5], [-0.3, -2.0, 0.3]],
  "nbo_charge": [-0.397, -0.220, -0.725, 0.305, -0.443, -0.451, 0.233, 0.274, 0.175, 0.237, 0.416, 0.253, 0.260, 0.405, 0.422, 0.255],
  "total_charge": 1,
  "total_energy_ha": -284.23202,
  "e_homo_ev": -14.148,
  "lumo_energy_ev": -3.628,
  "smiles": "C[NH+](C)/N=C/N"
}


[3]
{
  "formula": "C2H9O",
  "method": "ωB97M-V/def2-TZVPD",
  "species": ["O", "C", "C", "H", "H", "H", "H", "H", "H", "H", "H", "H"],
  "coordinates": [[0.032539, -2.277992, 2.128308], [0.743541, 0.842636, -1.028651], [-0.705924, 1.347312, -1.059877], [-0.753778, 2.256266, -0.472425], [-0.939407, -2.272776, 2.093792], [-1.532221, 0.765048, -0.567058], [-1.077945, 1.207810, -2.133374], [0.747580, -0.148094, -1.467866], [0.649243, -2.591734, 1.427713], [0.948337, 0.714392, 0.077992], [0.434245, -1.425280, 2.383959], [1.453786, 1.582414, -1.382511]],
  "atomic_forces_ev_per_a": [[1.8, 0.8, 0.3], [-1.5, -0.2, 0.3], [1.0, -0.8, 0.5], [-0.1, 0.5, 0.3], [-0.3, -0.4, -0.5], [-0.6, 0.3, -0.5], [0.2, -0.4, 0.4], [0.4, 0.2, -0.9], [-1.0, -1.0, -0.2], [-0.3, 0.9, -0.3], [-0.5, 0.2, 0.8], [0.8, -0.2, -0.2]],
  "nbo_charge": [-0.768, -0.556, -0.451, 0.328, 0.603, 0.363, 0.416, 0.263, 0.594, 0.303, 0.571, 0.334],
  "total_charge": 2,
  "spin_multiplicity": 2,
  "total_energy_ha": -155.93839,
  "e_homo_ev": [-22.612, -22.758],
  "lumo_energy_ev": [-9.031, -14.824],
  "s_squared": 0.7522
}


[4]
{
  "formula": "C5H12N2",
  "method": "ωB97M-V/def2-TZVPD",
  "species": ["N", "N", "C", "C", "C", "C", "C", "H", "H", "H", "H", "H", "H", "H", "H", "H", "H", "H", "H"],
  "coordinates": [[0.187797, -1.326919, -0.985107], [0.195101, 1.847476, 1.701694], [1.170183, -0.986907, -0.190408], [-0.560490, 3.045379, 2.153439], [-0.041488, -0.728299, -2.361863], [-0.620713, -2.378239, -0.610815], [0.075816, 0.878923, 0.987903], [-1.640125, -2.354250, -0.847726], [0.846917, -1.054711, -3.102672], [-0.829537, 3.179591, 3.136831], [1.122833, 1.678926, 2.277483], [-1.100580, -1.095642, -2.726869], [-0.008804, 0.295300, -2.286207], [1.903654, -0.356770, -0.630757], [-0.584880, -2.671619, 0.463686], [0.076211, 3.829136, 1.723498], [-1.427944, 3.084652, 1.549555], [-0.136859, -3.373416, -0.979936], [1.372908, -1.512610, 0.728270]],
  "atomic_forces_ev_per_a": [[2.7, 1.9, 0.4], [1.6, -0.6, 2.7], [-1.2, -1.2, -2.9], [0.8, 1.7, -3.7], [0.2, -3.8, -1.6], [0.5, -5.4, 1.9], [-0.6, 0.3, 0.0], [-1.3, 0.4, -0.9], [-2.2, 0.4, 1.7], [0.2, -0.5, 2.6], [-1.1, 0.2, -0.9], [2.4, 0.7, 0.6], [0.0, 2.5, 0.2], [0.6, 0.8, 0.0], [0.2, 1.0, -0.3], [-0.2, 0.3, 0.8], [-1.1, -0.2, -0.5], [-1.1, 1.6, -0.2], [-0.3, -0.1, 0.2]],
  "nbo_charge": [-0.211, -0.675, 0.053, -0.398, -0.437, -0.481, 0.719, 0.259, 0.285, 0.290, 0.553, 0.275, 0.224, 0.229, 0.252, 0.274, 0.262, 0.282, 0.245],
  "total_charge": 2,
  "total_energy_ha": -306.36196,
  "e_homo_ev": -19.186,
  "lumo_energy_ev": -11.259
}


Energy relative to the best compared isomer or geometry (same formula, charge and spin) across the listed records, respectively: 6.489; 3.917; 0.000; 5.685 eV.